No. 1
{
  "formula": "C19H40P2Pd",
  "method": "ωB97M-V/def2-TZVPD",
  "relative_energy_kj_mol": 8.77,
  "homo_energy_ev": [-12.6, -14.0],
  "multiplicity": 5,
  "charge": 2,
  "s2": 6.0167,
  "symbols": ["P", "P", "C", "C", "H", "H", "H", "H", "C", "H", "H", "H", "C", "H", "H", "H", "C", "H", "H", "H", "C", "H", "H", "H", "Pd", "C", "C", "C", "C", "C", "C", "C", "C", "C", "H", "H", "H", "H", "H", "H", "H", "H", "H", "H", "H", "H", "H", "H", "H", "C", "C", "C", "C", "H", "H", "H", "H", "H", "H", "H", "H", "H"],
  "xyz": [[-0.40598, -1.39695, -5.37609], [0.43980, 2.27555, -4.98138], [-0.34398, -0.02709, -6.65989], [0.73291, 1.01732, -6.33174], [-1.37093, 0.36150, -6.87290], [-0.11429, -0.47811, -7.64371], [1.70777, 0.53446, -6.13096], [0.95056, 1.62444, -7.23086], [-0.73228, 3.47469, -5.68316], [-0.77562, 4.32064, -4.98010], [-1.75094, 3.05592, -5.80172], [-0.36066, 3.84229, -6.64663], [1.97799, 3.09363, -4.53348], [2.26573, 3.78805, -5.34012], [2.83960, 2.42913, -4.38748], [1.86864, 3.69918, -3.62553], [-1.86893, -2.49508, -5.68209], [-1.90386, -3.36607, -5.01562], [-1.86747, -2.90310, -6.69640], [-2.79961, -1.94800, -5.57130], [0.73044, -2.55422, -6.36824], [1.65810, -2.06041, -6.69082], [0.26029, -2.88762, -7.30349], [1.02302, -3.47666, -5.84531], [0.90286, 0.49983, 0.60328], [-0.73728, 1.42646, -3.88753], [-1.54359, 0.19400, -4.34795], [-2.20127, -0.51553, -3.13856], [-1.33407, -1.69047, -2.62127], [-0.22808, -2.09255, -3.56076], [0.87708, -1.24659, -4.10075], [1.27844, -0.02245, -3.26065], [0.24621, 0.97528, -2.75722], [0.63674, -1.49742, 0.69045], [-1.37413, 2.25605, -3.43125], [-2.31426, 0.47591, -5.15763], [-3.08566, -1.08526, -3.51875], [-2.55261, 0.23939, -2.33546], [-0.95606, -1.48835, -1.61162], [-1.97986, -2.58721, -2.53309], [-0.03313, -3.18635, -3.58592], [1.79255, -1.79653, -4.38396], [1.98175, 0.58010, -3.83487], [1.87953, -0.34811, -2.39727], [-0.34207, 0.56604, -1.93731], [0.75186, 1.82641, -2.22632], [1.25347, -1.76778, 1.58097], [1.08509, -1.91514, -0.23705], [-0.42213, -1.82325, 0.79648], [-1.70322, 1.23051, 1.34878], [-0.70105, 2.05204, 2.14961], [-0.15006, 1.17747, 3.26985], [0.43579, 2.36853, 1.18637], [-1.20100, 0.33618, 0.91088], [-2.11874, 1.81132, 0.52573], [-2.50393, 0.83500, 1.97696], [-1.14239, 2.98003, 2.52190], [0.38449, 0.29526, 2.86347], [0.56230, 1.73237, 3.87918], [-0.96688, 0.80602, 3.89192], [1.32394, 2.79312, 1.66827], [0.09202, 2.91430, 0.29973]],
  "lowdin_charge": [0.839, 0.975, -0.266, -0.264, 0.105, 0.111, 0.101, 0.114, -0.160, 0.080, 0.081, 0.073, -0.137, 0.093, 0.078, 0.085, -0.115, 0.086, 0.075, 0.060, -0.151, 0.071, 0.066, 0.082, 0.620, -0.354, -0.176, -0.146, -0.156, -0.205, -0.290, -0.160, -0.239, -0.236, 0.166, 0.139, 0.121, 0.167, 0.098, 0.136, 0.151, 0.141, 0.070, 0.131, 0.071, 0.121, 0.012, -0.020, 0.005, -0.110, -0.497, -0.084, -0.229, 0.023, 0.072, 0.091, 0.139, 0.052, 0.088, 0.090, 0.066, 0.046]
}

No. 2
{
  "formula": "C19H41AlCl14N",
  "method": "ωB97M-V/def2-TZVPD",
  "homo_energy_ev": -4.9,
  "charge": -1,
  "symbols": ["C", "C", "Cl", "C", "Cl", "Al", "C", "C", "C", "C", "N", "H", "H", "H", "H", "H", "H", "H", "H", "H", "H", "H", "H", "H", "H", "H", "H", "H", "Cl", "C", "C", "Cl", "H", "H", "H", "H", "Cl", "C", "C", "Cl", "H", "H", "H", "H", "Cl", "C", "C", "Cl", "H", "H", "H", "H", "Cl", "C", "C", "Cl", "H", "H", "H", "H", "Cl", "C", "C", "Cl", "H", "H", "H", "H", "Cl", "C", "C", "Cl", "H", "H", "H", "H"],
  "xyz": [[2.82620, -0.75165, 0.00263], [4.09534, 0.00445, 0.41022], [5.33900, -1.26376, 0.92262], [3.77627, 1.05881, 1.43720], [5.15902, 1.45957, 2.52940], [3.22288, 2.88931, 0.59616], [2.37324, 2.58170, -1.22675], [0.83401, 2.58120, -1.27391], [0.14293, 1.81750, -0.14331], [-1.39293, 1.86587, -0.22408], [-2.07008, 0.61539, 0.11341], [3.06412, -1.78132, -0.26289], [2.35315, -0.27457, -0.85524], [2.09617, -0.75649, 0.81430], [4.55423, 0.45316, -0.47179], [3.00354, 0.67941, 2.11210], [2.13540, 3.52832, 1.59577], [4.52240, 3.85880, 0.48816], [2.73848, 3.37364, -1.89521], [2.74596, 1.64566, -1.66863], [0.49108, 3.62433, -1.26511], [0.48286, 2.13082, -2.21075], [0.48107, 2.20217, 0.82298], [0.43298, 0.76099, -0.20259], [-1.77679, 2.63361, 0.45409], [-1.69604, 2.15853, -1.23563], [-1.66808, -0.13690, -0.42594], [-1.96696, 0.39961, 1.09374], [1.32893, 1.82345, -4.72890], [0.31227, 0.67588, -5.62745], [-0.99133, 1.30750, -6.04492], [-2.01432, 1.65226, -4.62467], [0.13323, -0.18208, -4.98346], [0.86949, 0.35298, -6.50556], [-1.54944, 0.62829, -6.68720], [-0.82135, 2.24345, -6.57095], [1.48349, -4.69458, -2.54515], [1.17067, -4.41603, -0.80741], [-0.22235, -3.90259, -0.55924], [-0.44498, -2.24004, -1.16687], [1.92103, -3.71828, -0.44475], [1.29126, -5.37465, -0.30489], [-0.40634, -3.87206, 0.51315], [-0.96907, -4.53226, -1.03367], [0.27293, 2.46927, 3.53859], [1.22263, 3.63025, 4.50860], [0.60472, 5.01058, 4.49538], [0.78073, 5.73331, 2.88549], [2.22673, 3.65255, 4.09101], [1.25296, 3.23883, 5.52451], [1.12831, 5.65250, 5.20240], [-0.44980, 4.97103, 4.75762], [-1.91347, -1.10511, 3.11333], [-0.84026, -0.86060, 4.51657], [0.15208, -1.98168, 4.67188], [-0.62301, -3.52533, 5.14239], [-1.47205, -0.76429, 5.39580], [-0.29755, 0.06948, 4.35768], [0.86000, -1.73186, 5.45944], [0.69438, -2.15743, 3.74710], [-7.02428, 3.03164, -4.66957], [-6.24621, 4.25664, -3.62808], [-4.80588, 3.93040, -3.33048], [-4.63011, 2.50298, -2.28682], [-6.83005, 4.32381, -2.71410], [-6.30138, 5.20408, -4.16112], [-4.35251, 4.76862, -2.80352], [-4.24416, 3.73963, -4.24203], [-1.70457, -6.49175, 1.01445], [-1.46168, -8.22613, 0.68684], [-0.30225, -8.79100, 1.46513], [1.26294, -8.14733, 0.90344], [-1.31191, -8.34107, -0.38342], [-2.37731, -8.73776, 0.97791], [-0.26950, -9.87069, 1.33075], [-0.39107, -8.56294, 2.52386]],
  "lowdin_charge": [-0.155, -0.784, 0.469, -0.788, 0.429, 0.266, -0.303, -0.316, -0.235, -0.292, -0.012, 0.034, 0.056, 0.071, 0.078, 0.029, -0.100, -0.097, 0.032, 0.021, 0.106, 0.036, 0.020, 0.080, 0.105, 0.070, -0.026, -0.030, 0.599, -0.662, -0.661, 0.557, 0.067, 0.069, 0.068, 0.063, 0.527, -0.648, -0.685, 0.602, 0.050, 0.034, 0.053, 0.040, 0.593, -0.642, -0.669, 0.545, 0.056, 0.068, 0.067, 0.061, 0.583, -0.658, -0.653, 0.512, 0.067, -0.002, 0.073, 0.066, 0.520, -0.666, -0.675, 0.553, 0.064, 0.068, 0.076, 0.041, 0.594, -0.652, -0.662, 0.554, 0.070, 0.071, 0.070, 0.067]
}

No. 3
{
  "formula": "C19H41BBr3O7P2",
  "method": "ωB97M-V/def2-TZVPD",
  "homo_energy_ev": -4.5,
  "charge": -1,
  "symbols": ["C", "O", "C", "C", "C", "C", "C", "C", "C", "C", "C", "C", "C", "C", "O", "B", "P", "P", "O", "O", "O", "O", "C", "C", "C", "C", "C", "O", "H", "H", "H", "H", "H", "H", "H", "H", "H", "H", "H", "H", "H", "H", "H", "H", "H", "H", "H", "H", "H", "H", "H", "H", "H", "H", "H", "H", "H", "H", "H", "H", "H", "H", "H", "H", "H", "H", "H", "H", "C", "Br", "Br", "Br", "H"],
  "xyz": [[3.71832, -2.15809, 1.69065], [2.51146, -2.86559, 1.58105], [2.47963, -3.67262, 0.41739], [1.20979, -4.49195, 0.38706], [0.02325, -3.78488, -0.27588], [-1.27533, -4.51098, 0.04352], [-2.63646, -3.80846, -0.19748], [-2.71977, -2.38477, -0.78792], [-3.48678, -1.43958, 0.14001], [-4.07004, -0.16780, -0.49147], [-4.27688, 0.91390, 0.58322], [-3.25264, 2.06303, 0.60083], [-1.82927, 1.60373, 0.27717], [-0.70423, 2.46951, 0.78864], [-0.44109, 3.61145, 0.00700], [0.96875, 3.99825, 0.27211], [1.72563, 4.71890, -1.44916], [3.27747, 6.10252, -0.92726], [2.80715, 7.40681, -0.45872], [4.17054, 6.23983, -2.27449], [4.32674, 5.47024, 0.11970], [1.61959, 2.73562, 0.68140], [0.66034, 1.71933, 0.75130], [0.84708, 0.68754, -0.36958], [0.76118, 1.27872, -1.79503], [-0.03464, 0.46850, -2.81824], [0.67327, -0.76569, -3.41541], [1.97307, -1.01595, -2.91780], [3.75022, -1.67045, 2.66099], [3.81627, -1.39818, 0.91079], [4.57909, -2.83177, 1.62006], [2.54394, -3.04132, -0.47099], [3.34962, -4.33992, 0.41768], [1.44488, -5.38427, -0.19610], [0.95261, -4.78588, 1.40290], [-0.00526, -2.75083, 0.06964], [0.18582, -3.78420, -1.35161], [-1.22631, -4.81492, 1.08877], [-1.27774, -5.43907, -0.53040], [-3.22932, -4.45450, -0.84285], [-3.16134, -3.80169, 0.75596], [-1.75298, -1.92897, -0.99982], [-3.25033, -2.42089, -1.74121], [-4.31781, -1.99239, 0.57975], [-2.80462, -1.17689, 0.94992], [-3.47419, 0.18889, -1.32890], [-5.03968, -0.43947, -0.91197], [-4.25280, 0.40272, 1.54734], [-5.27742, 1.33917, 0.49678], [-3.28993, 2.49663, 1.60087], [-3.53833, 2.83436, -0.11214], [-1.75007, 1.53633, -0.80159], [-1.67758, 0.62261, 0.72763], [-0.91523, 2.84025, 1.80104], [1.00705, 4.88382, 1.11400], [2.51820, 3.65383, -1.93575], [3.74047, 5.75386, -2.98590], [4.26373, 4.50918, 0.05939], [0.80731, 1.15941, 1.68607], [1.84744, 0.27374, -0.22358], [0.17907, -0.16668, -0.25121], [1.76551, 1.46862, -2.16594], [0.27141, 2.24723, -1.72612], [-0.98483, 0.17508, -2.37601], [-0.27686, 1.14185, -3.64224], [0.10292, -1.66003, -3.18255], [0.69510, -0.66776, -4.50284], [2.54599, -0.29355, -3.18195], [0.38273, 0.17621, 5.25059], [1.85730, -0.62832, 4.31907], [0.91015, 1.76464, 6.19930], [-1.08086, 0.51902, 4.05602], [0.04048, -0.53698, 5.98446]],
  "lowdin_charge": [-0.139, -0.202, -0.245, -0.179, -0.212, -0.200, -0.179, -0.200, -0.227, -0.204, -0.206, -0.176, -0.147, -0.320, -0.098, -0.906, 0.830, 0.176, -0.349, -0.221, -0.186, -0.064, -0.318, -0.112, -0.191, -0.168, -0.254, -0.078, 0.021, 0.091, 0.085, 0.123, 0.117, 0.115, 0.114, 0.107, 0.114, 0.099, 0.104, 0.097, 0.093, 0.084, 0.107, 0.108, 0.100, 0.100, 0.103, 0.099, 0.098, 0.106, 0.115, 0.107, 0.099, 0.135, 0.077, -0.118, 0.026, 0.056, 0.104, 0.107, 0.098, 0.089, 0.085, 0.083, 0.106, 0.097, 0.104, 0.079, -1.641, 0.636, 0.574, 0.611, -0.036]
}

No. 4
{
  "formula": "C19H41BBrN2O4PS",
  "method": "ωB97M-V/def2-TZVPD",
  "relative_energy_kj_mol": 582.23,
  "homo_energy_ev": -8.8,
  "charge": 0,
  "smiles": "C=CC[PH](Br)(CCSc1nnco1)OB(O)O.CCCCCC.CCCCCC",
  "symbols": ["C", "C", "C", "P", "Br", "C", "C", "S", "C", "N", "N", "C", "O", "O", "B", "O", "O", "H", "H", "H", "H", "H", "H", "H", "H", "H", "H", "H", "H", "H", "C", "C", "C", "C", "C", "C", "H", "H", "H", "H", "H", "H", "H", "H", "H", "H", "H", "H", "H", "H", "C", "C", "C", "C", "C", "C", "H", "H", "H", "H", "H", "H", "H", "H", "H", "H", "H", "H", "H", "H"],
  "xyz": [[1.48126, 6.60819, 2.09145], [0.81592, 5.38069, 1.57595], [-0.68837, 5.51822, 0.91583], [-1.48589, 3.79848, 0.63626], [-2.32685, 3.98856, 2.78551], [-0.47593, 2.27573, 1.31370], [0.77303, 1.84614, 0.34157], [1.94724, 0.57119, 1.13277], [3.59668, 0.93103, 0.24494], [5.01027, 0.53986, 0.61690], [5.75554, 1.14767, -0.41500], [4.91772, 1.88602, -1.43577], [3.51758, 1.71829, -0.99782], [-0.82211, 3.61831, -0.95938], [-1.68733, 4.18983, -2.00878], [-2.78815, 5.15663, -1.81918], [-1.35829, 3.77083, -3.41801], [0.88793, 7.26200, 2.87772], [2.56480, 6.91318, 1.74734], [1.39468, 4.35542, 1.66691], [-0.62825, 6.19659, -0.03583], [-1.33326, 6.12990, 1.71087], [-2.84072, 3.53849, 0.22484], [-1.23012, 1.35446, 1.40312], [-0.09640, 2.59064, 2.38496], [0.35088, 1.31222, -0.62192], [1.41264, 2.80384, 0.12018], [5.19183, 2.50673, -2.39013], [-2.78278, 5.84942, -2.54380], [-0.38930, 4.08431, -3.50818], [2.27102, -4.16025, -4.66479], [2.56766, -4.57803, -3.23222], [1.69691, -3.85209, -2.20319], [1.87732, -2.33005, -2.15379], [3.30502, -1.85233, -1.87614], [3.83040, -2.29247, -0.51950], [2.47691, -3.09935, -4.82785], [2.89711, -4.72989, -5.35947], [1.22453, -4.35359, -4.91746], [3.62986, -4.42463, -3.01628], [2.38931, -5.65644, -3.13978], [1.89689, -4.27734, -1.21331], [0.64195, -4.06824, -2.41442], [1.21082, -1.92779, -1.38038], [1.53729, -1.89150, -3.09882], [3.31637, -0.75649, -1.91467], [3.98504, -2.19283, -2.66380], [3.19077, -1.91912, 0.28604], [4.84021, -1.89875, -0.36042], [3.88473, -3.38215, -0.44076], [-5.51035, -3.20787, 3.36877], [-3.99729, -3.13047, 3.50827], [-3.45083, -1.71077, 3.33522], [-3.69418, -1.08153, 1.95811], [-3.13360, -1.87190, 0.77291], [-1.62074, -2.01371, 0.80975], [-5.84098, -2.90404, 2.37234], [-5.85047, -4.23590, 3.53162], [-6.00218, -2.56865, 4.10761], [-3.52623, -3.81516, 2.79571], [-3.72063, -3.49028, 4.50692], [-2.37617, -1.72099, 3.54894], [-3.90137, -1.06117, 4.09634], [-3.25479, -0.07598, 1.95492], [-4.77016, -0.93789, 1.80762], [-3.41178, -1.35206, -0.15168], [-3.59622, -2.86270, 0.71744], [-1.13725, -1.03207, 0.81512], [-1.27150, -2.55859, -0.07409], [-1.28766, -2.56781, 1.69213]],
  "lowdin_charge": [-0.030, -0.179, -0.350, 0.559, 0.282, -0.384, -0.502, 0.853, -0.445, 0.009, -0.041, -0.036, -0.146, -0.230, -0.585, 0.050, 0.030, 0.077, 0.071, 0.097, 0.104, 0.064, 0.042, 0.092, 0.063, 0.102, 0.076, 0.139, 0.128, 0.123, -0.117, -0.273, -0.229, -0.221, -0.261, -0.123, 0.065, 0.070, 0.075, 0.099, 0.105, 0.101, 0.107, 0.095, 0.102, 0.083, 0.104, 0.040, 0.060, 0.070, -0.116, -0.273, -0.226, -0.225, -0.266, -0.106, 0.065, 0.071, 0.076, 0.099, 0.106, 0.101, 0.111, 0.094, 0.102, 0.106, 0.101, 0.051, 0.068, 0.073]
}